No. 1
{"formula": "C8H24ClMgO4", "method": "wB97M-V/def2-TZVPD", "e_homo_ev": [-6.32, -9.65], "multiplicity": 2, "e_lumo_ev": [0.30, -0.71], "symbols": ["Mg", "Cl", "C", "C", "O", "H", "H", "H", "H", "H", "H", "C", "C", "O", "H", "H", "H", "H", "H", "H", "C", "C", "O", "H", "H", "H", "H", "H", "H", "C", "C", "O", "H", "H", "H", "H", "H", "H"], "positions_angstrom": [[18.164, 20.360, -12.421], [17.094, 20.096, -14.426], [16.084, 22.048, -17.676], [15.870, 20.580, -17.969], [17.119, 20.092, -18.085], [16.621, 22.184, -16.737], [15.174, 22.648, -17.704], [16.741, 22.549, -18.387], [15.341, 20.471, -18.916], [15.361, 20.092, -17.137], [17.561, 20.092, -17.233], [14.390, 16.517, -12.485], [14.541, 18.072, -12.488], [14.435, 18.479, -11.152], [13.537, 16.154, -11.912], [15.257, 16.048, -12.019], [14.362, 16.254, -13.543], [13.892, 18.602, -13.186], [15.523, 18.249, -12.925], [13.541, 18.680, -10.865], [22.354, 20.163, -12.920], [21.255, 21.237, -12.932], [19.981, 20.800, -13.403], [21.951, 19.306, -12.380], [23.278, 20.356, -12.374], [22.659, 19.711, -13.864], [21.586, 22.193, -13.339], [21.042, 21.564, -11.914], [19.951, 20.895, -14.358], [16.346, 16.738, -15.748], [17.094, 16.040, -16.904], [17.058, 14.591, -16.756], [16.906, 16.611, -14.821], [15.347, 16.364, -15.523], [16.343, 17.791, -16.028], [18.132, 16.367, -16.959], [16.608, 16.162, -17.872], [17.894, 14.166, -16.963]]}

=====

No. 2
{"formula": "C8H24CuIO12S", "method": "wB97M-V/def2-TZVPD", "e_homo_ev": [2.71, -3.10], "charge": -2, "multiplicity": 3, "e_lumo_ev": [4.27, 3.66], "symbols": ["Cu", "S", "O", "O", "O", "O", "I", "C", "C", "O", "O", "H", "H", "H", "H", "H", "H", "C", "C", "O", "O", "H", "H", "H", "H", "H", "H", "C", "C", "O", "O", "H", "H", "H", "H", "H", "H", "C", "C", "O", "O", "H", "H", "H", "H", "H", "H"], "positions_angstrom": [[-17.803, -2.095, -13.545], [-17.704, -1.715, -16.813], [-18.198, -2.213, -15.524], [-18.457, -0.539, -17.178], [-16.305, -1.390, -16.592], [-17.786, -2.716, -17.862], [-17.113, -2.172, -10.730], [-20.903, -4.631, -16.066], [-20.261, -4.807, -17.494], [-18.833, -5.039, -17.326], [-20.687, -3.337, -15.666], [-20.529, -5.327, -15.316], [-21.985, -4.591, -16.191], [-20.412, -3.939, -18.134], [-20.799, -5.605, -18.007], [-18.382, -4.213, -17.515], [-19.767, -3.227, -15.414], [-16.020, 0.392, -13.808], [-17.354, 1.074, -14.153], [-18.387, 0.163, -13.778], [-16.034, -0.904, -14.203], [-15.887, 0.328, -12.728], [-15.154, 0.930, -14.193], [-17.566, 1.185, -15.217], [-17.537, 2.068, -13.746], [-19.201, 0.577, -14.073], [-15.985, -1.026, -15.154], [-20.922, -1.431, -12.275], [-22.398, -1.478, -12.832], [-22.476, -1.058, -14.212], [-20.089, -2.037, -13.217], [-20.964, -1.953, -11.318], [-20.648, -0.378, -12.208], [-23.054, -0.828, -12.252], [-22.756, -2.505, -12.757], [-23.331, -1.090, -14.647], [-20.658, -2.122, -13.985], [-16.270, -5.083, -13.827], [-17.855, -5.355, -13.746], [-18.482, -4.175, -13.226], [-16.106, -3.795, -14.420], [-15.806, -5.904, -14.375], [-15.844, -5.048, -12.824], [-18.069, -6.239, -13.145], [-18.186, -5.467, -14.778], [-19.367, -4.341, -12.893], [-15.966, -3.914, -15.362]]}

=====

No. 3
{"formula": "C8H24Hg2O5", "method": "wB97M-V/def2-TZVPD", "e_homo_ev": -13.72, "charge": 2, "e_above_lowest_ev": 8.174, "multiplicity": 1, "e_lumo_ev": -12.26, "symbols": ["Hg", "Hg", "C", "C", "O", "H", "H", "H", "H", "H", "O", "H", "C", "C", "O", "H", "H", "H", "H", "H", "H", "C", "C", "O", "H", "H", "H", "H", "H", "H", "C", "C", "O", "H", "H", "H", "H", "H", "H"], "positions_angstrom": [[2.349, 0.903, -5.115], [-4.562, 1.449, -5.387], [-8.582, 1.558, 1.037], [-7.256, 1.412, 0.249], [-7.447, 1.704, -1.087], [-8.916, 2.592, 1.129], [-8.442, 1.213, 2.062], [-9.395, 0.894, 0.742], [-6.924, 0.392, 0.445], [-6.441, 1.980, 0.698], [-1.254, 0.974, -3.336], [-1.633, 0.972, -2.436], [6.050, -1.113, 0.747], [5.959, 0.205, -0.026], [4.601, 0.381, -0.531], [6.868, -1.252, 1.453], [6.099, -1.915, 0.010], [5.105, -1.378, 1.220], [6.748, 0.206, -0.778], [6.180, 0.985, 0.702], [4.003, 0.534, 0.204], [1.799, 3.359, 4.206], [0.435, 2.737, 3.790], [0.275, 2.462, 2.437], [1.833, 3.427, 5.293], [1.914, 4.359, 3.789], [2.552, 2.666, 3.831], [-0.449, 3.132, 4.290], [0.502, 1.754, 4.255], [-0.614, 2.194, 2.193], [0.730, -4.252, -1.870], [0.776, -4.429, -3.421], [1.841, -3.710, -4.031], [-0.048, -4.834, -1.376], [0.555, -3.214, -1.589], [1.734, -4.548, -1.568], [-0.121, -4.022, -3.888], [0.865, -5.472, -3.723], [2.314, -4.303, -4.619]]}

=====

No. 4
{"formula": "C8H24O4S4Sn", "method": "wB97M-V/def2-TZVPD", "e_homo_ev": -15.02, "charge": 2, "e_above_lowest_ev": 0.411, "multiplicity": 1, "e_lumo_ev": -8.21, "symbols": ["Sn", "C", "S", "O", "C", "H", "H", "H", "H", "H", "H", "C", "S", "O", "C", "H", "H", "H", "H", "H", "H", "C", "S", "O", "C", "H", "H", "H", "H", "H", "H", "C", "S", "O", "C", "H", "H", "H", "H", "H", "H"], "positions_angstrom": [[-0.171, 1.067, -0.450], [-2.322, -3.063, -0.524], [-0.632, -3.046, -1.172], [-0.185, -1.597, -1.137], [0.140, -3.838, 0.272], [-3.070, -2.547, -1.125], [-2.330, -2.666, 0.491], [-2.690, -4.091, -0.506], [1.125, -4.194, -0.032], [-0.488, -4.685, 0.541], [0.347, -3.133, 1.074], [-0.179, 3.973, 2.870], [-1.478, 4.373, 1.654], [-1.313, 3.287, 0.602], [-2.839, 3.864, 2.781], [-0.174, 2.917, 3.134], [-0.282, 4.553, 3.787], [0.719, 4.330, 2.366], [-2.787, 2.811, 3.049], [-3.735, 4.099, 2.210], [-2.718, 4.460, 3.683], [-1.171, -1.138, -4.202], [-1.601, 0.604, -4.396], [-1.481, 1.179, -2.982], [-0.094, 1.077, -5.281], [-0.284, -1.175, -3.571], [-0.909, -1.589, -5.160], [-2.000, -1.707, -3.788], [0.787, 0.651, -4.801], [0.033, 2.159, -5.274], [-0.174, 0.765, -6.322], [2.573, 0.026, 3.121], [2.324, -1.256, 1.843], [1.966, -0.526, 0.552], [4.076, -1.676, 1.698], [1.551, 0.222, 3.449], [2.985, 0.945, 2.706], [3.203, -0.284, 3.952], [4.557, -0.726, 1.456], [4.233, -2.312, 0.828], [4.488, -2.115, 2.603]]}

=====

No. 5
{"formula": "C8H25BaNO9P", "method": "wB97M-V/def2-TZVPD", "e_homo_ev": -1.22, "charge": -1, "e_above_lowest_ev": 2.050, "multiplicity": 1, "e_lumo_ev": 1.09, "symbols": ["Ba", "P", "O", "O", "O", "O", "C", "O", "H", "H", "H", "H", "C", "O", "H", "H", "H", "H", "C", "C", "C", "O", "C", "N", "H", "H", "H", "H", "H", "H", "H", "H", "H", "H", "H", "C", "C", "O", "O", "H", "H", "H", "H", "H", "H"], "positions_angstrom": [[-0.275, 0.049, 1.206], [2.408, -2.025, 2.355], [3.297, -1.746, 3.602], [1.010, -1.435, 2.748], [2.072, -3.537, 2.474], [2.904, -1.534, 0.953], [-2.737, -2.925, 1.613], [-1.422, -2.495, 1.279], [-3.354, -3.073, 0.714], [-2.758, -3.860, 2.169], [-3.211, -2.101, 2.159], [-0.798, -3.194, 1.561], [1.440, -1.656, -2.260], [1.330, -1.205, -0.937], [2.476, -1.514, -2.593], [1.180, -2.711, -2.390], [0.823, -1.016, -2.898], [2.037, -1.581, -0.302], [-0.149, 2.178, -2.149], [-1.547, 2.027, -1.559], [-2.169, 0.678, -1.875], [-1.568, -0.405, -1.180], [-2.133, -1.613, -1.632], [-1.556, 2.357, -0.117], [-0.225, 2.100, -3.233], [0.542, 1.440, -1.736], [0.253, 3.164, -1.904], [-2.231, 2.759, -2.013], [-2.024, 0.516, -2.950], [-3.246, 0.694, -1.658], [-1.674, -2.448, -1.111], [-1.940, -1.773, -2.699], [-3.219, -1.661, -1.503], [-1.097, 3.250, -0.007], [-2.497, 2.369, 0.257], [1.779, 2.969, 1.658], [2.668, 1.730, 1.568], [2.279, 0.967, 0.434], [0.481, 2.571, 2.129], [1.722, 3.389, 0.647], [2.176, 3.713, 2.351], [2.627, 1.191, 2.524], [3.719, 2.021, 1.461], [2.728, 0.075, 0.565], [-0.121, 3.303, 2.278]]}

=====

No. 6
{"formula": "C8H25FeN6O3S2", "method": "wB97M-V/def2-TZVPD", "e_homo_ev": [-15.55, -15.57], "charge": 2, "e_above_lowest_ev": 1.484, "multiplicity": 2, "e_lumo_ev": [-7.83, -7.04], "symbols": ["Fe", "N", "C", "C", "N", "C", "C", "N", "C", "C", "N", "H", "H", "H", "H", "H", "H", "H", "H", "H", "H", "H", "H", "H", "H", "H", "H", "H", "H", "N", "C", "N", "S", "H", "H", "H", "H", "C", "S", "O", "O", "O", "H", "H", "H"], "positions_angstrom": [[-0.309, 0.172, -0.099], [-0.860, -0.221, 1.755], [0.279, -0.408, 2.694], [1.095, 0.859, 2.690], [1.376, 1.240, 1.288], [1.214, 2.692, 1.120], [-0.265, 2.988, 1.129], [-0.861, 2.105, 0.114], [2.680, 0.774, 0.793], [2.640, 0.776, -0.723], [1.512, -0.089, -1.106], [-1.472, 0.528, 2.083], [-1.418, -1.076, 1.738], [0.872, -1.243, 2.327], [-0.079, -0.683, 3.686], [2.003, 0.750, 3.285], [0.524, 1.657, 3.162], [1.624, 2.982, 0.153], [1.753, 3.268, 1.876], [-0.467, 4.038, 0.917], [-0.726, 2.773, 2.092], [-0.648, 2.460, -0.821], [-1.881, 2.094, 0.162], [2.831, -0.247, 1.153], [3.512, 1.372, 1.174], [3.578, 0.428, -1.153], [2.456, 1.771, -1.125], [1.792, -1.065, -1.033], [1.252, 0.062, -2.082], [-0.399, -4.845, 0.192], [-0.551, -3.723, -0.499], [-1.162, -3.718, -1.654], [0.187, -2.312, 0.251], [-0.710, -5.735, -0.167], [0.089, -4.844, 1.069], [-1.569, -4.561, -2.030], [-1.282, -2.838, -2.150], [-3.035, 0.375, -3.369], [-1.689, 0.081, -2.289], [-1.032, -1.153, -2.682], [-0.755, 1.207, -2.311], [-2.219, 0.023, -0.868], [-2.724, 0.058, -4.361], [-3.271, 1.436, -3.360], [-3.887, -0.207, -3.021]]}

=====

No. 7
{"formula": "C8H25NO5", "method": "wB97M-V/def2-TZVPD", "e_homo_ev": -8.76, "e_above_lowest_ev": 0.297, "multiplicity": 1, "e_lumo_ev": 0.63, "symbols": ["C", "O", "C", "C", "N", "C", "C", "O", "C", "H", "H", "H", "H", "H", "H", "H", "H", "H", "H", "H", "H", "H", "H", "H", "C", "O", "H", "H", "H", "H", "C", "O", "H", "H", "H", "H", "O", "H", "H"], "positions_angstrom": [[-1.582, -2.990, 5.357], [-1.731, -3.336, 3.999], [-0.493, -3.721, 3.414], [0.319, -2.518, 2.965], [-0.549, -1.657, 2.170], [-0.020, -0.337, 1.874], [1.201, -0.404, 0.975], [1.746, 0.877, 0.763], [2.887, 0.824, -0.059], [-0.894, -2.151, 5.495], [-1.156, -3.815, 5.943], [-2.551, -2.786, 5.804], [-0.744, -4.333, 2.548], [0.071, -4.358, 4.104], [1.136, -2.828, 2.310], [0.792, -1.985, 3.807], [-1.433, -1.562, 2.652], [0.271, 0.229, 2.770], [-0.784, 0.207, 1.313], [1.012, -1.020, 0.087], [1.982, -0.973, 1.512], [3.687, 0.203, 0.360], [3.230, 1.849, -0.192], [2.709, 0.467, -1.081], [-2.828, 3.534, -5.195], [-2.284, 2.215, -5.076], [-3.592, 3.718, -4.439], [-1.981, 4.186, -4.974], [-3.159, 3.758, -6.208], [-2.959, 1.597, -5.375], [-0.097, 2.089, -2.337], [0.046, 1.684, -3.676], [-0.645, 3.039, -2.248], [-0.711, 1.370, -1.779], [0.824, 2.255, -1.781], [-0.825, 1.727, -4.102], [3.159, 1.850, -3.586], [2.283, 1.473, -3.743], [3.664, 1.623, -4.371]]}

=====

No. 8
{"formula": "C8H25O5S4", "method": "wB97M-V/def2-TZVPD", "e_homo_ev": -3.78, "charge": -1, "e_above_lowest_ev": 1.060, "multiplicity": 1, "e_lumo_ev": 2.65, "symbols": ["O", "H", "C", "S", "O", "C", "H", "H", "H", "H", "H", "H", "C", "S", "O", "C", "H", "H", "H", "H", "H", "H", "C", "S", "O", "C", "H", "H", "H", "H", "H", "H", "C", "S", "O", "C", "H", "H", "H", "H", "H", "H"], "positions_angstrom": [[0.004, 0.862, 0.324], [0.025, -0.053, 0.513], [-0.897, -0.884, 3.227], [0.029, 0.503, 3.403], [-0.125, 1.039, 4.836], [1.595, -0.303, 3.638], [-0.684, -1.539, 3.957], [-0.726, -1.247, 2.316], [-1.938, -0.434, 3.476], [1.931, -1.292, 3.012], [1.408, -0.759, 4.581], [2.462, 0.263, 3.836], [3.508, -1.836, -1.684], [1.780, -2.018, -1.471], [1.449, -3.306, -2.158], [1.743, -2.515, 0.201], [4.044, -2.890, -1.581], [4.076, -1.214, -1.043], [3.610, -1.472, -2.549], [2.212, -1.885, 0.868], [2.216, -3.715, 0.475], [0.667, -2.405, 0.542], [-0.919, 4.574, -2.066], [-0.608, 2.872, -1.917], [-1.169, 2.244, -3.160], [1.138, 2.887, -2.044], [-2.012, 4.847, -2.153], [-0.547, 4.943, -2.933], [-0.573, 5.227, -1.320], [1.664, 3.791, -2.180], [1.147, 2.329, -2.906], [1.370, 2.365, -1.135], [-3.258, 0.305, -1.093], [-2.727, -0.742, 0.334], [-3.993, -1.209, 1.136], [-2.145, -2.099, -0.648], [-3.885, -0.278, -1.566], [-2.420, 0.662, -1.617], [-3.523, 1.285, -0.804], [-2.781, -2.566, -1.227], [-1.620, -2.755, -0.105], [-1.514, -1.571, -1.295]]}